(1)
93
Properties=species:S:1:pos:R:3:forces:R:3:lowdin_charge:R:1 method="wB97M-V/def2-TZVPD" e_tot_ha=-1866.59119 largest_force_ha_per_bohr=0.08376 multiplicity=1 gap_ha=0.2568 lumo_energy_ev=-2.61 total_charge=+1
C 5.28092 -2.23350 2.93301 -0.038 0.309 -0.176 -0.192
C 4.49104 -3.20274 3.78727 -0.295 -0.283 0.081 -0.163
C 3.00002 -3.21229 3.43430 1.656 -0.797 -0.163 -0.172
N 2.44470 -1.90330 3.26735 -2.546 0.921 -0.337 -0.028
C 1.07469 -1.84151 3.16309 2.652 0.805 -0.073 -0.102
C 0.35621 -0.63973 2.93044 0.707 -0.166 -2.343 -0.119
C -1.13778 -0.67644 3.09067 -1.574 -0.548 -0.631 -0.178
C -1.78602 -2.02330 3.41414 0.231 0.513 0.190 -0.174
C -1.06395 -3.19043 2.78052 -0.662 0.160 0.689 -0.180
C 0.40320 -3.19273 3.16179 -0.776 -0.308 0.577 -0.115
C 3.21699 -0.71966 2.89927 0.054 0.851 -0.275 -0.128
C 4.72622 -0.81876 3.10196 0.194 0.072 0.024 -0.162
H 6.32707 -2.23882 3.24380 -0.016 -0.051 -0.178 0.118
H 5.23102 -2.52617 1.87286 0.067 -0.015 0.219 0.124
H 4.85347 -4.23358 3.64832 -0.065 0.359 0.186 0.127
H 4.58386 -2.94761 4.85039 0.173 -0.008 -0.151 0.125
H 2.86309 -3.81001 2.52602 0.057 0.044 -0.016 0.131
H 2.48126 -3.71106 4.24065 -0.109 -0.160 0.069 0.119
H 1.00433 -0.18714 1.86994 -1.726 -1.562 1.091 0.245
H -1.48761 0.00328 3.90761 0.681 -0.149 -0.531 0.139
H -1.59598 -0.26689 2.17629 0.003 -0.220 0.314 0.108
H -1.75932 -2.11485 4.50354 -0.087 -0.300 0.008 0.123
H -2.83599 -1.95819 3.11894 0.082 -0.214 0.083 0.124
H -1.52914 -4.09287 3.18011 0.146 -0.186 -0.293 0.124
H -1.20140 -3.19320 1.71102 0.045 0.048 -0.476 0.119
H 0.89493 -3.87728 2.44237 0.150 0.479 0.662 0.135
H 0.47977 -3.61337 4.19454 0.129 0.139 -0.771 0.150
H 3.02584 -0.43983 1.82305 -0.149 -0.498 0.536 0.148
H 2.86772 0.14768 3.49384 0.097 -0.857 -0.376 0.106
H 4.94302 -0.45187 4.11060 0.141 -0.127 -0.067 0.122
H 5.20806 -0.12090 2.39307 -0.193 -0.283 0.374 0.125
C -0.92335 -1.14855 -6.96659 -0.432 -0.213 0.357 -0.043
O -2.26305 -1.53903 -6.59820 0.667 -0.437 0.093 -0.063
C -2.57554 -1.58273 -5.27969 -0.700 0.323 0.402 -0.188
C -1.69128 -1.32595 -4.22542 0.265 0.368 -0.426 0.010
C -2.19313 -0.88461 -3.00892 -0.192 -0.594 0.147 -0.237
C -1.24216 -0.32577 -1.98184 0.271 -0.173 -0.085 -0.089
C -1.27039 1.20921 -1.93063 -0.567 0.423 -0.647 -0.161
C -0.85287 1.90720 -3.24276 -0.325 0.043 -0.912 -0.348
O -1.34852 1.77817 -4.36368 0.685 0.091 1.781 0.079
N 0.17657 2.75409 -2.92770 -0.168 -0.348 -0.306 -0.033
C 0.84892 3.53439 -3.95036 0.221 0.230 0.117 -0.006
C 0.67022 2.67526 -1.55124 0.070 0.143 -0.422 -0.465
C 2.08944 2.08878 -1.54177 0.088 -0.190 -0.119 0.002
C 0.66368 4.07017 -0.90068 -0.228 0.085 -0.202 0.010
N -0.32027 1.75762 -0.97747 -0.390 0.017 0.383 -0.009
C -0.37432 1.36535 0.31860 0.508 0.649 -0.450 -0.069
C 0.48963 1.77333 1.28016 0.323 -2.062 0.010 -0.050
C 0.54683 0.99772 2.61429 -0.116 3.378 2.669 -0.213
C 1.41716 1.71803 3.67306 -0.237 -0.195 -0.313 -0.232
C 1.05752 1.57512 5.01863 0.469 0.655 0.390 -0.025
C 1.62932 2.42122 5.99797 -0.048 -0.362 -0.609 -0.052
C 2.60913 3.36100 5.61795 -0.320 -0.309 -0.292 -0.071
C 3.02985 3.43135 4.27691 -0.289 -0.525 0.338 -0.056
C 2.45985 2.57072 3.31834 0.485 0.641 0.197 -0.059
C -3.56628 -0.89744 -2.74857 -0.299 0.096 -0.083 0.019
C -4.46395 -1.30566 -3.75005 0.708 -0.209 -0.195 -0.194
O -5.81771 -1.25339 -3.67788 -0.143 -0.126 0.734 -0.072
C -6.44153 -0.98778 -2.40499 0.531 -0.052 -0.498 -0.051
C -3.95030 -1.73747 -4.99219 -0.048 1.064 -0.298 -0.156
O -4.80612 -2.10546 -5.99045 -0.236 0.210 -0.352 -0.084
C -5.40084 -1.04460 -6.79822 0.551 -0.504 0.722 -0.023
H -0.92624 -1.15711 -8.05700 0.093 0.003 0.186 0.095
H -0.69163 -0.14027 -6.58882 -0.124 -0.287 -0.054 0.094
H -0.18935 -1.87228 -6.58145 -0.155 0.194 -0.188 0.092
H -0.61091 -1.34397 -4.39350 -0.400 0.268 -0.006 0.116
H -1.51125 -0.69721 -0.98522 0.075 -0.022 -0.114 0.105
H -0.20687 -0.64628 -2.18964 -0.320 0.048 0.058 0.132
H -2.30887 1.53151 -1.70344 0.445 -0.076 -0.123 0.171
H 0.34357 3.36863 -4.90600 0.042 -0.010 0.290 0.097
H 0.81347 4.60388 -3.69976 -0.010 -0.244 -0.123 0.096
H 1.90337 3.23554 -4.04412 -0.296 0.052 -0.041 0.092
H 2.11198 1.13277 -2.08603 -0.037 0.250 0.195 0.100
H 2.77475 2.78654 -2.04142 -0.146 -0.210 0.202 0.086
H 2.44508 1.92759 -0.51951 0.006 0.026 -0.244 0.067
H -0.25694 4.60284 -1.17343 0.204 -0.144 0.126 0.104
H 0.71803 4.00497 0.18710 -0.033 0.174 -0.247 0.067
H 1.52401 4.65355 -1.25472 -0.237 -0.143 0.078 0.094
H -1.21192 0.68752 0.49907 0.484 0.043 0.157 0.122
H 1.24442 2.50651 1.05608 0.133 -0.391 0.249 0.054
H -0.47133 1.18668 2.98137 0.700 0.169 0.003 0.117
H 0.35413 0.77764 5.28560 0.069 0.529 0.048 0.119
H 1.28449 2.34946 7.04087 0.336 0.019 -0.583 0.113
H 3.05403 4.01151 6.37547 -0.199 -0.167 -0.334 0.109
H 3.79175 4.15615 3.97753 -0.190 -0.368 0.133 0.111
H 2.89644 2.55608 2.30462 -0.541 0.213 0.512 0.119
H -3.94086 -0.56484 -1.77834 0.092 -0.010 -0.282 0.109
H -7.50624 -1.12762 -2.58636 0.118 0.055 0.110 0.093
H -6.09263 -1.69312 -1.63564 -0.081 0.153 -0.229 0.095
H -6.24266 0.04470 -2.08209 -0.064 -0.233 -0.066 0.093
H -6.00994 -1.57233 -7.52968 0.024 0.164 0.021 0.092
H -6.01994 -0.40479 -6.16009 0.080 -0.060 -0.175 0.087
H -4.60875 -0.46749 -7.28888 -0.198 -0.079 0.063 0.089

=====

(2)
28
Properties=species:S:1:pos:R:3:forces:R:3:lowdin_charge:R:1 method="wB97M-V/def2-TZVPD" e_tot_ha=-665.81339 largest_force_ha_per_bohr=0.10366 multiplicity=1 gap_ha=0.3249 lumo_energy_ev=-4.22 total_charge=+1 relative_energy_kj_mol=38.4 smiles="CO[C@@](C)(NC(N)=O)[n+]1ccccc1"
C 2.02639 1.69768 0.86549 -0.139 3.184 -0.008 -0.045
O 0.69297 1.33081 0.93825 -1.615 -0.444 -0.837 -0.106
C 0.31476 0.51926 -0.07883 1.504 -3.412 -0.805 -0.371
C 0.70199 0.90181 -1.55690 -1.111 -0.012 0.418 0.034
N 1.10733 -0.93353 0.26116 -1.141 2.958 0.158 0.172
C 0.72213 -2.21764 0.03517 -1.131 -0.835 -0.663 -0.619
N 1.61509 -3.26394 0.13086 1.434 1.861 0.831 0.166
O -0.45459 -2.37569 -0.22699 -0.977 -0.906 -0.508 0.036
N -1.14684 0.30865 0.01832 0.483 -0.049 0.982 0.048
C -1.85391 -0.22617 -1.01994 -2.927 1.420 4.222 0.035
C -3.23893 -0.27750 -0.81816 1.224 0.253 1.789 0.044
C -3.85389 0.11448 0.39440 3.830 1.195 -1.441 0.023
C -3.06465 0.70124 1.37857 -0.409 -1.036 0.246 0.017
C -1.68501 0.66059 1.21474 -1.505 0.967 -0.469 0.045
H 2.63541 0.86059 0.81259 1.500 -1.225 -0.221 0.069
H 2.18514 2.20360 1.80715 0.466 0.179 0.094 0.117
H 2.14785 2.43682 0.03122 0.377 -0.741 0.739 0.124
H -0.03014 1.70837 -1.89889 1.035 -1.112 0.201 0.130
H 0.59928 -0.05682 -2.12230 0.041 1.081 0.119 0.103
H 1.73410 1.26546 -1.69378 -0.547 -0.272 0.336 0.091
H 2.03254 -0.65176 0.15377 1.872 -0.337 -0.116 0.071
H 2.51597 -3.02663 0.58795 -0.975 -0.804 -0.754 0.121
H 1.44161 -4.20114 -0.22281 -0.254 0.663 0.301 0.122
H -1.31640 -0.57132 -1.79905 1.263 -0.899 -2.555 0.094
H -3.93918 -0.59538 -1.50551 -0.678 -0.898 -1.944 0.099
H -4.86824 0.22002 0.35494 -2.634 -0.182 0.457 0.096
H -3.55961 1.12303 2.26482 0.695 -0.248 -0.309 0.136
H -1.07046 1.13223 1.96493 0.320 -0.350 -0.264 0.149

=====

(3)
50
Properties=species:S:1:pos:R:3:forces:R:3:lowdin_charge:R:1 method="wB97M-V/def2-TZVPD" e_tot_ha=-1309.42802 largest_force_ha_per_bohr=0.05497 multiplicity=1 gap_ha=0.2667 lumo_energy_ev=-4.32 total_charge=+1
N 2.39607 -0.53711 -1.27002 -1.373 -0.042 -0.237 -0.001
C 1.45628 0.55794 -1.61771 -0.556 0.812 0.270 -0.307
C 2.00749 2.00249 -1.32525 -0.238 -0.443 -1.227 -0.180
C 1.16622 3.11645 -2.10127 1.057 0.431 0.878 -0.193
C 0.17747 3.91761 -1.16801 -0.053 0.092 -0.755 -0.180
C -1.35382 3.66179 -1.44453 0.523 0.298 0.706 -0.165
C -1.73415 2.15364 -1.67250 -1.261 0.185 0.524 -0.230
C -2.15066 1.67925 -0.23468 0.219 -0.385 -1.208 0.063
N -3.32905 1.12218 -0.17114 1.880 1.784 -1.128 0.131
C -3.92772 1.06188 -1.53815 -1.113 -1.157 -1.036 -0.119
C -3.01745 1.81404 -2.57684 0.719 -0.989 1.381 -0.587
Cl -3.77762 3.15075 -3.51005 0.383 -0.860 0.817 0.661
H 1.98905 -0.98376 -0.44197 0.698 0.004 -0.111 0.053
H 2.24919 -1.24506 -1.99611 0.438 0.135 0.308 0.067
H 0.49539 0.44961 -1.02646 0.730 -0.004 -0.548 0.089
H 1.15846 0.50534 -2.69987 0.408 0.029 0.832 0.113
H 3.04949 2.04622 -1.73529 -0.811 -0.161 0.599 0.113
H 2.02987 2.18765 -0.22344 0.087 -0.029 -0.890 0.108
H 1.93729 3.85358 -2.45326 -0.825 -0.605 0.195 0.111
H 0.69645 2.71613 -3.03594 0.208 0.237 0.843 0.110
H 0.43763 3.73905 -0.09525 -0.235 0.058 -0.830 0.107
H 0.35388 5.00812 -1.36743 -0.291 -0.932 0.415 0.118
H -1.90300 3.99299 -0.51523 0.302 -0.083 -0.947 0.125
H -1.69320 4.35078 -2.25062 0.115 -0.941 0.346 0.099
H -0.96359 1.49059 -2.12598 0.007 0.825 0.870 0.118
H -1.43730 1.84703 0.60539 -1.002 -0.344 -0.379 0.175
H -3.78280 0.77066 0.67730 0.195 0.213 -0.214 0.182
H -3.83474 -0.01865 -1.82170 -0.650 0.842 0.302 0.144
H -4.99012 1.39638 -1.57941 0.822 -0.337 0.364 0.137
H -2.70630 0.99021 -3.26607 -0.328 1.290 0.075 0.115
C 4.87915 -3.55218 2.27641 -0.269 0.118 0.190 -0.022
C 4.04445 -3.48475 1.02591 -0.243 0.098 0.001 -0.505
O 2.89716 -3.08938 1.05384 0.043 0.030 -0.037 0.039
C 4.68886 -3.92693 -0.26040 -0.279 0.067 -0.171 -0.022
H 4.28924 -3.20449 3.12426 0.028 -0.023 -0.070 0.082
H 5.18776 -4.58229 2.46260 0.191 0.066 -0.062 0.089
H 5.75639 -2.91123 2.17286 0.105 -0.181 -0.024 0.089
H 4.98911 -4.97354 -0.18550 0.192 0.076 0.012 0.089
H 5.55768 -3.30237 -0.47494 0.105 -0.162 0.054 0.090
H 3.97408 -3.82514 -1.07685 0.041 -0.003 0.066 0.077
C -3.26632 -2.56804 4.41847 -0.111 0.238 0.197 -0.015
C -2.88027 -1.41913 3.52800 -0.160 0.276 0.289 -0.508
O -3.18216 -0.27528 3.79880 0.005 -0.064 -0.290 0.055
C -2.10239 -1.73653 2.27950 -0.011 0.194 -0.151 -0.024
H -3.82103 -2.18926 5.27617 0.046 0.000 -0.073 0.089
H -3.90115 -3.26676 3.87054 0.170 -0.128 -0.001 0.091
H -2.37064 -3.07818 4.77728 -0.057 -0.153 -0.134 0.093
H -2.68721 -2.39566 1.63468 0.159 -0.180 0.054 0.089
H -1.15299 -2.20892 2.53611 -0.071 -0.152 -0.117 0.094
H -1.89842 -0.80769 1.74376 0.061 -0.042 0.051 0.050

=====

(4)
16
Properties=species:S:1:pos:R:3:forces:R:3:lowdin_charge:R:1 method="wB97M-V/def2-TZVPD" e_tot_ha=-396.18440 largest_force_ha_per_bohr=0.12486 multiplicity=1 gap_ha="0.2459 / 0.2459" lumo_energy_ev="-5.89 / -5.89" total_charge=+1 relative_energy_kj_mol=923.8
C -1.15191 2.20110 1.26296 -1.995 0.910 -1.961 -0.106
C 0.02388 1.46263 1.53760 0.466 -4.106 -1.381 -0.062
C -0.05029 0.24813 0.84116 2.007 1.040 -0.506 -0.112
C 0.63586 -0.94285 1.11248 0.615 0.514 1.273 -0.121
N 0.54846 -2.03046 0.43036 2.603 -0.994 3.773 0.014
O 0.50999 -2.22309 -0.83633 -1.160 -0.299 -6.308 -0.022
N 0.74107 -1.31182 -1.84408 -0.690 0.185 3.008 0.113
N 0.58760 -1.76360 -3.01225 0.972 4.215 -0.245 0.183
H -0.97736 2.44557 0.16774 -0.905 0.156 0.922 0.131
H -1.16531 3.10353 1.79149 -0.578 1.416 0.728 0.065
H -2.11723 1.58713 1.37396 1.511 1.136 -0.164 0.139
H 0.86516 1.83491 2.14516 -0.607 -0.713 -0.002 0.146
H -0.57906 0.03663 -0.12077 -0.662 1.337 1.173 0.125
H 1.12916 -1.06550 2.11480 -0.819 -0.305 -0.918 0.157
H 0.31931 -2.66346 -3.27539 -0.726 -2.052 -0.388 0.134
H 0.68069 -0.91886 -3.68890 -0.031 -2.440 0.995 0.217